# 1
C18H41Cl8FOSi2 as an isolated structure at a distorted geometry, computed with the ωB97M-V functional and the def2-TZVPD basis.

Molecular weight, g mol⁻¹: 632.3
HOMO-LUMO gap, eV: 10.2
Energy, hartree: -5146.10643
Multiplicity: 1

Each line ends with the Mulliken charge.
Atoms and positions in Å:
C 5.55506 1.88316 -0.32437  -1.178
C 5.34727 0.49254 -0.94883  -0.593
C 4.61095 -0.46878 -0.00416  -0.616
C 3.09084 -0.33698 -0.13280  -0.513
C 2.35798 -1.27948 0.85178  -0.620
C 1.21193 -2.07130 0.15653  -0.629
C -0.06135 -1.22518 0.19694  0.073
C -1.35350 -2.05597 0.12362  -0.535
C -2.57402 -1.16697 0.41461  -0.330
C -3.33360 -0.69052 -0.83567  0.320
C -4.25632 0.50010 -0.48624  -1.307
C -3.86886 1.88246 -1.04256  -0.340
Si -2.25491 2.55768 -0.36176  -0.236
C -2.39742 3.30621 1.36149  -0.652
C -1.28969 2.78663 2.27946  -0.406
F -1.60421 1.51758 2.74080  -0.292
O -1.61980 3.77408 -1.35325  -0.155
Si -0.67005 3.19780 -2.60729  0.645
H 4.73072 2.15974 0.32896  0.322
H 6.49162 1.87811 0.23307  0.303
H 5.65694 2.61111 -1.12761  0.335
H 4.71070 0.62705 -1.82558  0.324
H 6.29521 0.05344 -1.25471  0.376
H 4.84903 -1.50195 -0.27026  0.315
H 4.91690 -0.30613 1.03182  0.374
H 2.81003 0.70343 0.04508  0.199
H 2.80439 -0.60657 -1.15104  0.296
H 1.90700 -0.64436 1.61423  0.293
H 3.06398 -1.97228 1.30948  0.391
H 1.55648 -2.24550 -0.86254  0.243
H 1.06281 -3.00602 0.69744  0.243
H -0.05498 -0.53058 -0.64554  -0.195
H -0.11182 -0.63418 1.11182  0.351
H -1.27268 -2.83511 0.88445  0.528
H -1.43088 -2.52398 -0.85862  -0.053
H -3.27828 -1.69449 1.06025  0.370
H -2.23475 -0.29373 0.97632  -0.044
H -3.99179 -1.51379 -1.12762  0.372
H -2.69268 -0.52568 -1.70975  -0.361
H -4.38725 0.52599 0.59765  0.373
H -5.24173 0.27173 -0.89900  0.450
H -4.67025 2.57010 -0.75291  0.433
H -3.83527 1.88629 -2.13195  0.334
H -1.27771 1.44646 -0.31226  -0.014
H -2.24366 4.38204 1.24497  0.407
H -3.37775 3.15385 1.81256  0.434
H -0.34314 2.75947 1.73238  0.247
H -1.15519 3.47593 3.11525  0.335
H 0.63698 2.80527 -2.04145  -0.207
H -1.36812 2.04428 -3.20627  -0.151
H -0.52384 4.22340 -3.65422  -0.231
C 3.08870 -5.26082 2.56301  -0.347
Cl 3.67576 -4.84788 0.95124  -0.119
Cl 2.45805 -3.83936 3.40319  -0.135
H 2.29253 -5.99056 2.47666  0.282
H 3.91268 -5.66901 3.13590  0.330
C -5.54940 4.40846 -4.40632  -0.363
Cl -6.11701 2.87169 -5.07198  -0.157
Cl -3.92509 4.27164 -3.72547  -0.072
H -5.53242 5.14534 -5.20030  0.318
H -6.22772 4.71567 -3.61936  0.264
C -0.73173 -2.08796 -4.33382  -0.548
Cl -0.71145 -3.65624 -3.52134  -0.156
Cl -0.91280 -0.74144 -3.19798  0.006
H 0.20329 -1.96465 -4.86707  0.329
H -1.56628 -2.06710 -5.02435  0.338
C 2.20751 -2.98412 7.10220  0.085
Cl 2.82482 -4.19835 8.23005  -0.164
Cl 0.79020 -2.14956 7.74889  -0.155
H 2.98643 -2.25434 6.91640  0.267
H 1.92849 -3.47935 6.18044  -0.029

---

# 2
C18H41DyN2OP3Se as an isolated structure at a distorted geometry, computed with the ωB97M-V functional and the def2-TZVPD basis.

Molecular weight, g mol⁻¹: 635.9
HOMO-LUMO gap (alpha / beta), eV: 4.9 / 5.0
ΔE to the lowest compared entry with this formula, charge and spin, eV: 0.370
Energy, hartree: -5204.82299
Charge: +3
Multiplicity: 6

Each line ends with the Mulliken spin population.
Atoms and positions in Å:
Dy 0.26826 0.26133 0.59915  4.902
P -1.56719 -0.56079 2.73341  0.018
P 1.11814 -2.38398 0.27685  0.017
P -2.05140 -0.73206 -0.75709  -0.001
H 0.72851 2.75840 -0.58739  0.001
C -0.31018 2.40559 -0.61767  -0.016
C -1.05807 2.44426 0.55418  0.030
H -0.57564 2.82667 1.46861  -0.001
C -1.07397 -0.10770 4.45226  0.000
C -1.88973 -2.34146 3.11118  -0.001
C -3.29597 0.01656 2.82004  -0.001
C 2.16952 -2.35771 -1.22681  0.002
C 2.34756 -2.97304 1.50534  0.001
C 0.16749 -3.91786 -0.03345  -0.003
C -3.40343 0.45384 -1.13609  -0.001
C -3.08897 -2.19427 -0.31240  -0.004
C -1.51115 -1.19017 -2.43881  0.004
H -0.69418 2.30511 -1.63760  -0.001
H -2.14923 2.49820 0.60617  0.004
H -0.82121 0.96056 4.48809  0.000
H -0.21208 -0.69545 4.80216  0.000
H -1.93357 -0.30029 5.11653  0.001
H -0.94297 -2.86020 3.32310  0.000
H -2.39660 -2.82907 2.26873  0.000
H -2.53714 -2.37790 4.00334  0.000
H -3.31039 1.10971 2.78728  0.000
H -3.72243 -0.33013 3.77067  0.000
H -3.88569 -0.38039 1.98962  0.000
H 2.72272 -3.28514 -1.41343  0.000
H 2.89652 -1.54081 -1.16448  0.000
H 1.55557 -2.15061 -2.11038  0.000
H 2.96209 -3.81946 1.16419  0.000
H 1.85647 -3.29186 2.43140  0.000
H 3.04094 -2.16744 1.77099  0.000
H 0.78969 -4.80852 -0.19703  -0.001
H -0.47529 -3.83138 -0.91403  0.000
H -0.48832 -4.15421 0.80959  0.000
H -4.04686 0.05729 -1.93606  0.000
H -2.97778 1.40903 -1.46293  0.000
H -4.01770 0.63736 -0.24410  0.000
H -3.76957 -2.41518 -1.15198  0.000
H -3.69933 -1.99682 0.58164  0.000
H -2.45988 -3.07633 -0.12433  0.000
H -2.40091 -1.28449 -3.07052  0.000
H -0.96903 -2.14138 -2.43893  0.000
H -0.84474 -0.43154 -2.86641  -0.001
C 2.07917 2.29596 -4.14993  0.001
C 1.52049 3.37580 -3.45389  -0.001
C 1.34457 4.61420 -4.05878  0.000
C 1.79993 4.84228 -5.36990  0.000
C 2.45315 3.79699 -6.05238  0.000
C 2.60826 2.52796 -5.45949  0.000
Se 1.88507 0.58868 -3.09310  -0.009
H 1.52456 0.94789 -1.56680  0.015
H 1.17460 3.21746 -2.42334  -0.001
H 0.84251 5.39847 -3.49021  0.000
H 1.64755 5.81537 -5.83663  0.000
H 2.83334 3.99877 -7.06019  0.000
H 3.12543 1.72287 -6.00943  0.000
N 3.07567 1.80038 3.41315  0.000
C 2.39749 0.65982 3.21025  -0.004
N 2.40645 -0.35441 4.07735  0.000
O 1.66580 0.60703 2.14883  0.051
H 3.76888 1.95254 4.13542  0.000
H 2.93049 2.52382 2.69990  0.000
H 1.82804 -1.16053 3.85713  0.000
H 3.04565 -0.38765 4.88944  0.000

---

# 3
C18H41N6OP2Y as an isolated structure at a distorted geometry, computed with the ωB97M-V functional and the def2-TZVPD basis.

Molecular weight, g mol⁻¹: 508.4
HOMO-LUMO gap, eV: 5.1
ΔE to the lowest compared entry with this formula, charge and spin, eV: 0.866
Energy, hartree: -1834.64954
Charge: +2
Multiplicity: 1

Each line ends with the Mulliken charge.
Atoms and positions in Å:
Y 0.58987 0.03229 0.56765  0.237
P 0.93100 0.87639 -2.14101  1.059
P -1.74033 -1.23556 1.60143  0.057
N -1.27285 1.26008 -0.16749  0.044
C 0.04952 2.48716 -1.95441  -0.962
H 0.76511 3.31402 -1.81513  0.449
H -0.43193 2.66112 -2.92553  0.407
C -1.04116 2.55870 -0.87602  -0.848
H -0.81336 3.29139 -0.08504  0.464
H -1.98390 2.89840 -1.34209  0.339
C -2.44403 1.41221 0.78323  -1.082
H -3.37980 1.25096 0.22058  0.358
H -2.42363 2.45950 1.10832  0.448
C -2.35987 0.47528 1.97952  -0.810
H -3.36538 0.32922 2.39302  0.587
H -1.75522 0.94383 2.77597  0.480
C -1.47220 -1.82103 3.34154  0.524
C -0.07210 -1.38907 3.81338  -1.403
H 0.07260 -0.29816 3.81488  0.238
H 0.73461 -1.85784 3.22265  0.279
H 0.06858 -1.72104 4.85036  0.524
C -3.29804 -2.03468 1.03154  0.786
C -3.04704 -3.43060 0.44547  -1.611
H -3.94281 -3.73222 -0.11786  0.479
H -2.86988 -4.18792 1.22209  0.353
H -2.20036 -3.44625 -0.24659  0.298
C 0.59393 0.35212 -3.89081  0.695
C 1.51496 -0.80166 -4.30851  -1.535
H 1.21673 -1.14009 -5.31341  0.504
H 1.44590 -1.65717 -3.62292  0.318
H 2.57226 -0.49614 -4.36535  0.253
C 2.70954 1.38401 -1.95027  0.369
C 3.59151 0.17150 -1.60587  -1.251
H 4.57252 0.54882 -1.27674  0.436
H 3.73842 -0.47780 -2.48183  0.275
H 3.20036 -0.45113 -0.77981  0.206
C -0.50068 -1.70735 -0.94043  -0.024
C -4.45690 -2.04636 2.05373  -1.600
H -4.24904 -1.50087 2.98346  0.437
H -5.34173 -1.57887 1.59648  0.284
H -4.74826 -3.07419 2.31625  0.426
C 0.55132 1.46198 -4.95960  -1.430
H 0.74307 1.01518 -5.94731  0.397
H -0.43713 1.93951 -5.00260  0.436
H 1.29853 2.25530 -4.81194  0.255
C 3.31845 2.21619 -3.08337  -1.646
H 4.34851 2.49156 -2.80225  0.474
H 3.37417 1.65967 -4.02811  0.293
H 2.77282 3.15541 -3.23871  0.368
C -1.68628 -3.32294 3.55706  -1.519
H -1.12380 -3.93145 2.83446  0.341
H -1.31966 -3.58401 4.56021  0.468
H -2.74517 -3.60474 3.51593  0.274
H -2.22999 -1.25892 3.91732  0.524
H 2.67765 2.05150 -1.06820  0.388
H -3.60151 -1.37468 0.20048  0.531
H -0.43766 -0.03437 -3.79654  0.308
O 0.25685 -2.67533 -0.91034  -0.560
H -1.55597 0.53707 -0.87373  0.283
H -1.33237 -1.72453 -1.74341  0.253
N 4.68845 0.88859 2.42892  -0.611
N 3.34731 1.17497 2.68983  0.610
N 3.08470 2.41531 3.21962  -0.581
C 1.82358 2.60130 2.85553  -0.193
N 1.36765 1.66121 1.98458  -0.335
N 2.42132 0.79640 1.80368  0.133
H 4.77188 -0.12002 2.35361  0.278
H 5.23670 1.26578 3.19625  0.331
H 1.22968 3.42305 3.23422  0.442